No. 1
{"formula": "C14H28Br14", "method": "ωB97M-V/def2-TZVPD", "homo_energy_ev": -10.195, "charge": 0, "e_above_lowest_kcal_mol": 42.3, "lumo_ev": -0.04, "elements": ["Br", "C", "C", "Br", "H", "H", "H", "H", "Br", "C", "C", "Br", "H", "H", "H", "H", "Br", "C", "C", "Br", "H", "H", "H", "H", "Br", "C", "C", "Br", "H", "H", "H", "H", "Br", "C", "C", "Br", "H", "H", "H", "H", "Br", "C", "C", "Br", "H", "H", "H", "H", "Br", "C", "C", "Br", "H", "H", "H", "H"], "positions_angstrom": [[-15.9520, 1.3934, -6.1819], [-14.7210, 0.9297, -4.7260], [-14.0741, -0.4069, -4.8932], [-12.8575, -0.5745, -3.3804], [-15.3916, 1.0036, -3.9036], [-14.0598, 1.8405, -4.6726], [-13.6801, -0.4585, -5.9195], [-14.8364, -1.2040, -4.7966], [-9.3297, -1.3194, -7.7958], [-11.0720, -1.9961, -7.1845], [-10.8957, -3.2892, -6.5316], [-12.7044, -3.8131, -5.8439], [-11.5788, -2.0509, -8.1328], [-11.4576, -1.2806, -6.4492], [-10.1881, -3.4177, -5.6924], [-10.5844, -3.9818, -7.3143], [-15.8951, -6.8601, -9.3606], [-13.9888, -6.0259, -9.1380], [-13.6348, -5.3463, -10.4646], [-12.4423, -3.8402, -10.2523], [-13.3417, -6.8630, -8.9961], [-14.0695, -5.3855, -8.2430], [-14.4875, -5.0168, -11.0141], [-13.0922, -6.0327, -11.1085], [-16.8830, -0.7930, -2.3943], [-18.7326, -0.3682, -2.9460], [-18.9369, -0.8629, -4.2886], [-20.7094, -0.2937, -4.9679], [-19.0374, 0.6993, -2.9060], [-19.3390, -0.9075, -2.2087], [-19.0279, -1.8952, -4.4463], [-18.3334, -0.3350, -5.0383], [-17.5870, -7.8283, -5.3443], [-18.3605, -8.2312, -7.0403], [-19.2465, -7.2575, -7.7432], [-20.4843, -8.1365, -8.9377], [-18.9574, -9.0625, -6.8242], [-17.5411, -8.4541, -7.7806], [-18.6673, -6.5307, -8.3551], [-19.8935, -6.6580, -7.0583], [-16.3957, -4.0863, -4.4927], [-16.6129, -4.3361, -6.3399], [-17.7665, -3.5391, -6.6850], [-18.1409, -3.5149, -8.6300], [-16.8125, -5.3674, -6.5624], [-15.7432, -4.0974, -6.9785], [-17.7001, -2.5234, -6.4490], [-18.6808, -3.8575, -6.1915], [-17.2230, -1.4631, -13.6425], [-17.0524, -0.2436, -12.0508], [-16.1530, -0.8770, -10.9953], [-16.0277, 0.3753, -9.5304], [-18.0994, -0.2323, -11.7386], [-16.5894, 0.6756, -12.5104], [-15.1798, -1.0384, -11.5101], [-16.6424, -1.7956, -10.8329]], "forces_ev_per_angstrom": [[-0.010, -0.271, -0.177], [0.134, 2.169, -0.240], [-1.086, -0.034, -0.456], [0.117, -0.228, -0.560], [-0.143, -0.292, 0.863], [-0.251, -1.362, -0.144], [0.698, -0.269, 0.709], [0.511, 0.345, 0.071], [0.109, -0.016, 0.217], [0.692, 1.760, 0.510], [0.074, -2.018, 0.096], [0.694, -0.039, -0.283], [-0.752, -0.041, 0.234], [-0.049, 0.156, -0.677], [-0.564, 0.671, -0.371], [-0.314, -0.483, 0.294], [1.649, 0.630, 0.151], [-1.504, 0.321, -0.501], [0.187, -0.642, 0.368], [0.067, 0.149, 0.182], [0.211, -0.498, 0.463], [0.075, -0.271, -0.664], [-0.571, 0.456, -0.099], [-0.040, -0.097, 0.080], [-0.434, 0.442, -0.065], [-0.549, 0.372, 1.905], [-0.772, 1.409, -2.582], [-0.282, 0.089, 0.260], [0.969, -0.524, 0.274], [0.111, 0.184, -0.238], [0.603, -1.394, 0.109], [0.363, -0.612, 0.412], [0.198, 0.706, 0.291], [1.100, -0.318, -1.925], [-0.381, 2.641, 0.529], [0.109, -0.191, -0.122], [-0.480, -1.538, 0.118], [-0.698, -0.277, 1.182], [-0.461, -0.511, 0.403], [0.542, -0.561, -0.421], [0.707, -0.023, 1.131], [1.198, -0.899, -1.592], [-2.299, 0.377, -1.262], [0.100, -0.200, 0.359], [-0.053, -0.640, 0.300], [-0.077, 0.337, 0.824], [0.572, 1.600, 0.279], [-0.062, -0.441, -0.168], [0.292, 0.177, 0.519], [0.398, 0.286, -1.184], [0.381, 1.101, -2.582], [0.094, -0.606, -0.046], [0.401, 0.788, 0.055], [-1.046, -0.782, 0.811], [-0.398, 0.083, 0.993], [-0.084, -1.173, 1.370]]}


No. 2
{"formula": "C14H28MnN3SSi", "method": "ωB97M-V/def2-TZVPD", "homo_energy_ev": [-15.351, -15.480], "multiplicity": 5, "charge": 2, "lumo_ev": [-9.11, -7.55], "elements": ["Mn", "C", "N", "C", "C", "C", "N", "C", "C", "H", "H", "H", "H", "H", "H", "H", "H", "H", "H", "H", "H", "H", "H", "H", "H", "C", "Si", "C", "C", "C", "C", "C", "C", "N", "C", "S", "H", "H", "H", "H", "H", "H", "H", "H", "H", "H", "H", "H"], "positions_angstrom": [[1.0009, -1.1562, -0.4775], [3.0463, -2.3490, -1.5325], [3.0231, -1.2952, -0.4910], [3.8335, -0.1162, -0.8925], [3.4378, -1.8342, 0.8499], [2.4803, -1.3415, 1.9144], [1.0836, -1.7199, 1.5537], [0.1272, -0.9044, 2.3477], [0.8239, -3.1572, 1.8193], [4.0178, -2.8440, -1.6050], [2.7995, -1.9109, -2.5012], [2.3252, -3.1429, -1.2782], [4.8717, -0.4251, -1.0249], [3.7702, 0.6379, -0.1106], [3.4448, 0.2881, -1.8243], [4.4629, -1.5249, 1.0556], [3.4405, -2.9222, 0.7888], [2.5175, -0.2524, 1.9878], [2.7423, -1.7453, 2.8965], [0.2881, -1.0848, 3.4129], [-0.8911, -1.1897, 2.0920], [0.2787, 0.1529, 2.1329], [0.9643, -3.3749, 2.8808], [1.4953, -3.7916, 1.2429], [-0.2051, -3.3883, 1.5490], [-4.2563, 3.3022, -0.6846], [-2.4399, 2.9523, -0.7894], [-1.6815, 3.5053, -2.3937], [-1.5151, 3.6184, 0.6857], [-2.2526, 1.0275, -0.7165], [-3.3677, 0.1947, -0.5893], [-3.2796, -1.2005, -0.5204], [-2.0390, -1.7880, -0.5711], [-0.9507, -1.0063, -0.7147], [-1.0553, 0.3307, -0.7857], [0.5984, 0.9940, -0.9673], [-4.4183, 4.3808, -0.7521], [-4.7109, 2.9817, 0.2544], [-4.8211, 2.8567, -1.5067], [-1.8485, 4.5795, -2.5101], [-2.1513, 3.0149, -3.2490], [-0.6050, 3.3478, -2.4641], [-1.6051, 4.7064, 0.7185], [-0.4489, 3.3888, 0.6605], [-1.9317, 3.2316, 1.6185], [-4.3530, 0.6425, -0.5475], [-4.1661, -1.8121, -0.4343], [-1.8801, -2.8569, -0.5277]], "forces_ev_per_angstrom": [[-0.232, 0.304, 0.306], [0.086, -0.123, -0.104], [-0.178, -0.071, -0.013], [-0.066, -0.093, 0.081], [0.066, -0.003, -0.129], [0.049, -0.014, 0.039], [0.039, -0.205, 0.037], [0.037, -0.038, -0.010], [0.016, 0.025, 0.020], [0.040, 0.095, 0.015], [0.025, -0.041, -0.008], [0.003, 0.042, -0.044], [0.002, 0.048, -0.015], [0.022, 0.031, -0.030], [0.045, 0.029, -0.002], [-0.024, 0.020, 0.061], [-0.011, 0.005, 0.046], [0.018, -0.003, -0.035], [-0.003, -0.006, -0.013], [0.000, 0.024, 0.002], [-0.006, 0.012, 0.015], [-0.017, 0.004, 0.007], [-0.013, 0.002, -0.005], [-0.008, 0.001, -0.003], [0.008, -0.024, 0.005], [-0.164, 0.061, -0.090], [0.267, -0.087, 0.069], [-0.131, 0.094, -0.135], [-0.068, -0.003, 0.050], [-0.110, -0.076, 0.029], [-0.050, -0.083, -0.009], [0.090, 0.005, -0.012], [-0.075, 0.175, -0.056], [0.116, -0.210, 0.094], [0.160, 0.233, -0.134], [-0.084, -0.003, -0.135], [0.050, 0.006, -0.001], [0.063, -0.043, 0.036], [0.029, -0.011, -0.013], [0.002, -0.009, -0.001], [0.002, 0.004, 0.006], [0.029, -0.055, 0.077], [-0.011, 0.003, -0.012], [0.028, -0.029, -0.017], [0.018, 0.009, 0.005], [-0.005, 0.011, 0.015], [-0.001, -0.003, 0.008], [-0.052, -0.010, 0.002]]}


No. 3
{"formula": "C14H28N2O4", "method": "ωB97M-V/def2-TZVPD", "homo_energy_ev": -7.955, "charge": 0, "e_above_lowest_kcal_mol": 380.8, "lumo_ev": 0.81, "elements": ["C", "H", "H", "H", "C", "C", "H", "H", "H", "O", "C", "C", "H", "H", "C", "N", "C", "O", "C", "O", "N", "H", "C", "C", "C", "O", "C", "C", "H", "H", "H", "C", "H", "H", "H", "H", "H", "H", "H", "H", "H", "H", "H", "H", "H", "H", "H", "H"], "positions_angstrom": [[-0.4078, -3.3838, -0.3726], [-0.1537, -2.3968, -0.4392], [-0.6533, -3.8991, -1.4320], [0.2149, -3.9527, 0.1137], [-1.9399, -3.1671, 0.2427], [-2.7085, -2.3238, -0.4224], [-2.7272, -2.6288, -1.3692], [-3.8038, -2.4229, -0.1027], [-2.4009, -1.3820, -0.5840], [-1.5343, -2.8894, 1.6251], [-2.4244, -3.1409, 2.4388], [-3.1840, -1.6679, 2.6669], [-4.0645, -1.6387, 3.6559], [-3.7197, -1.3853, 1.9636], [-2.2840, -0.5398, 3.1671], [-1.2403, -0.1659, 2.2053], [-1.2966, 1.1366, 1.7672], [-1.6903, 2.0910, 2.1658], [-0.5175, 0.9275, 0.3258], [0.1357, 0.0040, -0.1072], [-0.3354, 2.3424, -0.2014], [-0.4996, 2.9787, 0.4696], [0.5531, 2.5410, -1.2828], [2.1041, 2.9436, -0.8365], [2.6745, 2.9647, -2.4131], [2.7284, 1.8444, -2.9029], [3.5032, 0.9648, -2.3491], [2.6595, -0.5780, -2.3802], [2.3455, -0.5957, -3.2263], [3.2698, -1.2712, -1.8971], [1.8518, -0.3522, -1.6692], [4.6554, 0.6090, -3.4831], [4.3468, 0.2441, -4.3552], [5.3111, -0.1378, -2.9923], [5.3493, 1.5192, -3.4649], [4.0081, 0.8641, -1.4781], [2.2615, 3.8571, -2.9393], [4.0106, 3.2975, -1.7052], [2.0153, 3.8972, -0.3795], [2.4899, 2.1229, -0.3053], [0.0475, 3.4921, -1.5942], [0.7662, 1.7437, -1.8728], [-0.8636, -0.8989, 1.6130], [-2.6939, 0.4690, 3.6481], [-1.5334, -0.9529, 3.9340], [-2.1873, -3.3682, 3.5713], [-3.3329, -3.6813, 2.3557], [-2.2938, -4.2932, 0.4647]], "forces_ev_per_angstrom": [[-7.801, 0.353, -5.053], [1.573, 2.405, -0.744], [1.020, 1.445, 2.060], [2.947, -3.039, 3.129], [8.582, -9.534, 4.932], [-7.323, 1.947, -0.010], [-0.287, -1.779, -4.159], [1.315, 0.754, -0.294], [1.162, 3.746, 0.443], [5.331, 0.305, -5.478], [-7.036, 3.905, 9.971], [1.974, -2.025, 10.734], [2.364, -0.759, -2.735], [-4.730, 2.388, -7.073], [2.973, -0.045, 2.389], [-2.192, 2.042, 0.578], [5.485, -12.460, -6.599], [-3.874, 8.877, 3.964], [1.950, 6.603, -0.138], [-1.348, -0.071, 0.146], [-0.555, -9.005, -0.690], [-0.727, 2.915, 2.408], [1.127, 5.240, 3.740], [-4.163, -0.372, -5.008], [3.131, 9.157, 9.623], [-2.396, -2.857, -4.333], [2.048, -9.957, -5.663], [3.015, 5.768, 11.032], [-3.450, -1.290, -10.236], [1.059, -1.474, -0.100], [-0.144, -0.455, -0.319], [2.462, 2.897, 6.826], [-1.548, -0.937, -3.624], [-0.368, 0.017, -0.332], [-1.046, -1.001, -0.925], [0.852, 1.780, 3.310], [0.507, -1.160, -0.094], [-2.300, -0.197, -2.855], [0.717, 0.711, 0.544], [0.802, -0.641, 0.904], [1.290, -0.809, -1.724], [-0.891, -2.286, -2.036], [-0.085, 0.480, -0.010], [0.349, -2.394, -1.330], [-1.994, 0.137, 0.090], [0.757, 0.080, -2.158], [-0.419, -1.806, -1.672], [-0.114, 2.401, -1.433]]}